No. 1
140
Properties=species:S:1:pos:R:3:mulliken_charge:R:1 method="wB97M-V/def2-TZVPD" de_lowest_ev=1.177 homo_lumo_gap_ha=0.3181 multiplicity=1 e_lumo_ha=0.0089 e_homo_ev=-8.412
C -2.376 2.906 3.857 -1.000
S -1.370 2.535 2.379 1.072
O -1.347 3.837 1.613 -0.747
C 0.197 2.390 3.303 -0.954
H -2.267 2.080 4.632 0.291
H -3.411 3.010 3.473 0.257
H -2.057 3.887 4.244 0.382
H 0.332 3.255 3.913 0.503
H 1.002 2.491 2.544 0.086
H 0.451 1.523 3.928 -0.004
C 2.760 1.829 -5.542 -0.627
S 2.130 0.152 -5.883 0.272
O 2.713 -0.886 -4.900 -0.542
C 0.394 0.510 -5.321 -0.097
H 2.023 2.562 -5.854 0.346
H 3.714 1.961 -5.986 0.453
H 2.977 1.916 -4.431 -0.082
H -0.063 -0.446 -5.050 0.152
H -0.240 0.998 -6.086 0.496
H 0.354 1.071 -4.374 -0.417
C -5.739 -3.510 0.257 -0.788
S -4.815 -4.827 -0.587 0.784
O -4.163 -5.752 0.390 -0.704
C -6.324 -5.658 -1.131 -1.141
H -5.990 -3.799 1.296 0.491
H -6.693 -3.261 -0.269 0.453
H -5.183 -2.595 0.323 -0.166
H -6.725 -5.110 -2.061 0.307
H -6.965 -5.751 -0.247 0.381
H -5.968 -6.674 -1.434 0.369
C -2.286 4.442 -1.644 -0.932
S -2.828 2.778 -2.125 1.016
O -4.260 3.070 -2.601 -0.804
C -1.769 2.647 -3.602 -0.867
H -2.753 4.756 -0.680 0.292
H -2.676 5.090 -2.408 0.530
H -1.159 4.360 -1.524 0.062
H -0.704 2.524 -3.306 -0.048
H -1.947 3.587 -4.139 0.616
H -2.052 1.784 -4.263 0.196
C 5.381 -0.281 0.625 -0.804
S 4.873 -1.436 -0.759 0.188
O 3.555 -1.930 -0.352 -0.265
C 4.479 -0.109 -1.943 -0.188
H 4.642 0.408 0.915 0.086
H 6.240 0.271 0.210 0.408
H 5.682 -0.874 1.476 0.346
H 3.769 0.500 -1.379 -0.567
H 3.918 -0.447 -2.758 0.202
H 5.329 0.473 -2.239 0.593
C 2.925 -4.097 1.394 -0.642
S 4.286 -3.588 2.499 0.554
O 3.800 -4.109 3.799 -0.673
C 5.518 -4.755 1.739 -1.100
H 3.306 -3.992 0.344 0.300
H 2.069 -3.401 1.478 -0.281
H 2.656 -5.089 1.659 0.712
H 6.336 -4.695 2.417 0.400
H 5.896 -4.323 0.826 0.351
H 5.197 -5.783 1.573 0.327
C 5.501 5.979 1.439 -0.657
S 4.422 4.944 2.504 0.450
O 4.497 3.513 2.023 -0.556
C 5.539 5.071 3.911 -1.028
H 5.083 6.060 0.421 0.155
H 6.543 5.570 1.406 0.280
H 5.585 7.038 1.825 0.378
H 6.481 4.562 3.660 0.306
H 5.192 4.419 4.755 0.334
H 5.648 6.085 4.328 0.364
C 2.369 -0.227 5.687 -0.681
S 0.767 -1.076 6.008 0.297
O 0.103 -0.861 4.701 -0.424
C 1.412 -2.746 5.882 -0.458
H 2.880 -0.095 6.610 0.424
H 2.078 0.706 5.278 0.201
H 2.993 -0.819 5.010 0.130
H 2.280 -2.735 5.194 -0.071
H 0.591 -3.351 5.502 0.256
H 1.765 -3.240 6.789 0.368
C 1.264 -3.022 -2.378 -0.617
S -0.531 -2.807 -2.798 1.004
O -0.744 -2.592 -4.249 -0.738
C -0.889 -4.461 -2.358 -1.010
H 1.617 -2.147 -2.840 -0.270
H 1.615 -3.941 -2.873 0.684
H 1.420 -3.035 -1.293 0.167
H -1.928 -4.674 -2.449 0.307
H -0.602 -4.515 -1.300 0.069
H -0.211 -5.226 -2.818 0.402
C -2.272 -2.135 2.664 -0.216
S -1.822 -3.096 1.191 0.961
O -0.881 -2.238 0.435 -1.010
C -0.842 -4.435 1.942 -0.960
H -3.141 -1.501 2.323 -0.126
H -1.388 -1.572 2.940 0.024
H -2.757 -2.792 3.437 0.455
H -0.519 -5.005 1.065 0.262
H -1.460 -5.116 2.503 0.509
H -0.005 -4.026 2.565 0.107
C -5.220 0.340 -3.821 -1.173
S -5.527 -1.283 -2.936 0.735
O -6.499 -2.159 -3.638 -0.706
C -3.862 -1.869 -3.281 0.001
H -4.543 1.008 -3.305 0.191
H -6.191 0.780 -3.976 0.435
H -4.914 0.098 -4.838 0.404
H -3.570 -2.590 -2.470 -0.247
H -3.215 -0.982 -3.159 -0.201
H -3.795 -2.264 -4.287 0.465
C 4.167 3.319 -1.235 0.139
S 3.466 4.927 -1.944 0.352
O 4.349 6.032 -1.404 -0.745
C 1.916 4.769 -0.986 -0.328
H 3.342 2.606 -1.407 -0.334
H 4.327 3.409 -0.146 -0.126
H 5.157 3.120 -1.722 0.451
H 2.014 4.172 -0.094 0.049
H 1.291 4.211 -1.629 -0.214
H 1.563 5.738 -0.901 0.660
C -1.055 0.409 -1.052 0.596
S 0.751 0.456 -1.292 0.614
O 1.129 1.908 -1.527 -0.289
C 1.222 0.122 0.472 0.898
H -1.410 1.039 -0.245 0.261
H -1.359 -0.553 -0.722 -0.339
H -1.407 0.724 -2.049 -0.511
H 0.791 0.894 1.114 -0.578
H 2.321 0.140 0.537 -0.330
H 0.868 -0.846 0.573 -0.159
C -5.421 2.326 0.149 -0.692
S -5.400 0.516 0.545 0.714
O -4.091 0.290 1.194 -0.553
C -6.677 0.581 1.911 -1.206
H -6.451 2.649 0.349 0.455
H -5.290 2.477 -0.943 0.223
H -4.592 2.857 0.614 0.127
H -6.273 1.234 2.663 0.328
H -6.659 -0.433 2.285 0.318
H -7.677 0.942 1.729 0.408

=====

No. 2
140
Properties=species:S:1:pos:R:3:mulliken_charge:R:1 method="wB97M-V/def2-TZVPD" de_lowest_ev=4.172 homo_lumo_gap_ha=0.3435 multiplicity=1 e_lumo_ha=-0.0045 e_homo_ev=-9.470
C 2.822 -4.632 -2.684 0.071
C 3.618 -3.393 -3.069 -0.016
O 4.821 -3.331 -2.316 -0.542
O 3.493 -5.842 -2.857 -0.590
H 1.856 -4.598 -3.194 0.261
H 2.570 -4.503 -1.619 -0.107
H 3.079 -2.447 -2.918 -0.142
H 3.703 -3.406 -4.162 0.344
H 4.519 -3.286 -1.399 0.285
H 4.418 -5.755 -2.603 0.365
C -4.261 -3.717 0.965 -0.338
C -5.752 -3.483 0.993 -0.772
O -6.162 -3.384 -0.421 -0.582
O -3.713 -2.433 0.661 0.625
H -3.949 -4.464 0.229 0.366
H -3.867 -4.122 1.909 0.329
H -6.021 -2.562 1.504 0.070
H -6.472 -4.245 1.301 0.324
H -6.274 -2.436 -0.592 0.276
H -2.745 -2.516 0.838 -0.020
C -4.743 0.401 2.490 -0.663
C -4.214 -0.205 3.772 0.118
O -4.621 -1.600 3.718 -0.530
O -3.772 0.292 1.428 -0.275
H -4.926 1.479 2.562 0.387
H -5.738 0.033 2.229 0.368
H -4.662 0.237 4.665 0.346
H -3.128 -0.254 3.834 -0.154
H -4.052 -2.113 4.299 0.278
H -3.932 -0.633 1.116 0.049
C -0.248 -3.377 0.048 2.030
C 0.371 -4.674 0.588 -0.807
O 0.495 -5.673 -0.435 -0.574
O -1.077 -2.802 1.055 -0.811
H -0.930 -3.629 -0.780 -0.151
H 0.459 -2.728 -0.476 -0.883
H -0.290 -5.105 1.340 0.506
H 1.402 -4.502 0.903 -0.038
H -0.267 -6.253 -0.397 0.331
H -0.784 -1.880 1.117 -0.050
C 1.828 4.756 3.137 -0.269
C 3.156 4.014 2.975 -0.609
O 3.037 2.834 2.210 -0.313
O 1.608 5.586 1.985 -0.462
H 1.919 5.453 3.971 0.566
H 1.048 4.015 3.304 -0.040
H 3.536 3.716 3.955 0.474
H 3.979 4.684 2.702 0.317
H 2.878 3.018 1.276 -0.015
H 0.970 6.279 2.173 0.249
C 0.985 2.140 -3.963 -0.002
C -0.245 1.621 -4.704 -0.398
O 0.139 0.555 -5.567 -0.608
O 1.806 1.237 -3.256 -0.655
H 0.781 3.025 -3.340 -0.167
H 1.644 2.641 -4.693 0.397
H -0.712 2.459 -5.207 0.407
H -0.864 1.087 -3.973 -0.073
H 0.244 -0.271 -5.059 0.421
H 2.432 1.717 -2.676 0.149
C 0.623 0.024 3.543 0.186
C 1.851 0.080 4.389 -0.550
O 1.681 -0.762 5.532 -0.587
O 0.545 -1.244 2.847 -0.207
H 0.644 0.809 2.782 -0.223
H -0.301 0.182 4.106 0.250
H 1.850 1.112 4.775 0.391
H 2.801 -0.096 3.885 0.230
H 2.232 -0.453 6.252 0.318
H 0.317 -1.835 3.577 0.258
C 4.520 1.385 -0.195 1.785
C 5.178 1.967 -1.401 -0.805
O 4.218 2.340 -2.411 -0.554
O 4.407 -0.005 -0.327 -0.351
H 3.532 1.794 0.043 -1.773
H 4.924 1.641 0.790 0.481
H 5.928 1.300 -1.836 0.339
H 5.775 2.862 -1.179 0.386
H 4.654 3.013 -2.939 0.317
H 3.561 -0.245 -0.705 0.324
C -0.300 0.956 -0.609 -0.626
C 1.196 0.674 -0.501 1.340
O 1.774 -0.411 -1.251 0.328
O -1.015 -0.171 -0.135 1.256
H -0.738 1.316 -1.546 0.299
H -0.518 1.695 0.171 -1.129
H 1.310 0.237 0.495 0.140
H 1.713 1.608 -0.725 -0.882
H 1.719 -0.169 -2.191 0.122
H -1.959 0.029 -0.109 -0.504
C -2.489 -2.446 -2.964 -1.079
C -1.061 -1.929 -2.764 0.861
O -0.501 -1.600 -4.049 -0.388
O -3.432 -1.389 -3.065 -0.203
H -2.729 -3.236 -2.250 0.245
H -2.469 -2.997 -3.912 0.555
H -0.437 -2.736 -2.366 -0.175
H -0.981 -1.097 -2.078 -0.415
H -0.364 -2.379 -4.594 0.324
H -3.330 -1.084 -3.974 0.185
C 2.970 5.419 -1.555 -0.330
C 1.602 4.840 -1.212 -0.190
O 1.745 3.748 -0.306 0.637
O 3.307 6.532 -0.732 -0.610
H 2.797 5.761 -2.586 0.394
H 3.791 4.719 -1.707 0.062
H 1.036 4.454 -2.069 -0.014
H 0.888 5.626 -0.940 0.313
H 1.490 4.063 0.571 -0.262
H 3.028 6.265 0.157 0.354
C -1.792 3.342 1.895 1.029
C -2.179 3.319 3.386 -0.248
O -1.604 4.474 3.999 -0.606
O -2.374 4.524 1.357 -0.626
H -2.230 2.422 1.509 -0.045
H -0.708 3.376 1.767 -0.630
H -1.774 2.471 3.942 0.159
H -3.270 3.379 3.378 0.249
H -1.528 4.402 4.950 0.325
H -1.897 5.240 1.794 0.383
C -5.800 -0.723 -1.930 0.219
C -5.710 0.279 -3.092 -0.689
O -6.324 -0.297 -4.241 -0.539
O -7.151 -1.015 -1.615 -0.659
H -5.151 -0.415 -1.108 0.107
H -5.486 -1.696 -2.312 0.313
H -4.739 0.629 -3.439 0.277
H -6.162 1.209 -2.709 0.395
H -7.215 -0.558 -3.981 0.369
H -7.655 -0.203 -1.466 0.345
C 4.312 -3.239 0.965 0.732
C 3.681 -2.444 2.096 -0.028
O 4.622 -2.240 3.137 -0.560
O 5.464 -2.571 0.479 -0.640
H 3.636 -3.451 0.127 -0.765
H 4.656 -4.224 1.293 0.395
H 2.817 -2.990 2.481 0.453
H 3.318 -1.539 1.609 -0.322
H 4.708 -3.043 3.656 0.331
H 5.360 -1.610 0.453 0.401